Density functional theory data (wB97M-V/def2-TZVPD) for C5H10O3 in the gas phase in a non-equilibrium geometry.

Charge ... 0
Highest occupied orbital energy ... -10.786 eV
SMILES ... CCCCOC(=O)O
Lowest unoccupied orbital energy ... 0.33 eV
Gap between HOMO and LUMO ... 11.12 eV
Energy relative to the best compared isomer or geometry (same formula, charge and spin) ... 4.2478 eV

Geometry (Å):
O -3.12832 -0.30669 -1.48780
O -2.02920 1.01828 0.33852
O -3.28836 -1.12553 0.77601
C 0.56298 0.97459 0.76495
C 1.81856 -1.27847 -0.14279
C -0.70658 1.05477 -0.30591
C -2.81221 -0.11781 -0.20014
C 1.84331 0.39076 -0.13886
H 2.54689 -1.61129 -1.01484
H 2.86592 0.75393 0.30272
H 0.34690 0.29521 1.69354
H -0.59802 0.11067 -0.99708
H 0.85451 2.07945 1.07019
H -0.50710 1.99442 -0.97430
H 1.66305 0.84070 -1.22695
H 0.75047 -1.72275 -0.32138
H -2.49077 -1.71210 0.98606
H 2.30798 -1.63814 0.87804